Entry 1:
The following is a quantum chemistry calculation of a 8-piece molecular cluster, C56H61N4O19P2 overall at a distorted geometry, from the OMol25 dataset.

Calculated values
Multiplicity: 1
Charge: +1

Each line ends with the Löwdin charge.
Atoms and positions in Å:
C: -3.357 1.417 0.733  -0.09
C: -2.999 0.831 -0.638  -0.23
C: -1.487 0.915 -0.880  -0.18
C: -0.756 -0.046 0.085  -0.10
N: 0.483 -0.644 -0.453  0.07
C: 0.589 -2.125 -0.393  -0.09
O: 1.805 -2.639 0.077  -0.05
C: 2.225 -2.138 1.299  -0.26
O: 1.354 -2.491 2.348  -0.10
C: 1.780 -1.794 3.530  -0.16
C: 0.981 -0.509 3.594  -0.25
O: 1.540 0.415 4.505  -0.05
C: 1.400 0.104 -0.929  -0.37
N: 1.412 1.470 -0.986  0.12
C: 2.790 1.787 -0.380  -0.38
P: 3.237 3.451 -1.121  0.96
C: 5.068 3.486 -1.419  -0.28
C: 2.806 4.615 0.259  -0.41
C: 1.340 4.462 0.651  -0.16
C: 3.607 0.533 -0.737  -0.13
N: 2.629 -0.312 -1.445  -0.06
P: 2.647 -0.418 -3.123  0.43
N: 1.254 -0.165 -3.759  -0.11
O: 3.741 0.607 -3.654  -0.12
O: 3.257 -1.851 -3.413  -0.10
H: -3.316 2.502 0.666  0.08
H: -2.657 1.124 1.514  0.06
H: -4.362 1.143 1.037  0.08
H: -3.498 1.454 -1.371  0.11
H: -3.294 -0.213 -0.718  0.11
H: -1.194 0.793 -1.920  0.12
H: -1.192 1.928 -0.604  0.10
H: -0.572 0.469 1.022  0.11
H: -1.439 -0.851 0.320  0.13
H: -0.220 -2.522 0.212  0.14
H: 0.442 -2.492 -1.405  0.15
H: 3.216 -2.556 1.483  0.15
H: 2.346 -1.049 1.300  0.11
H: 1.587 -2.403 4.407  0.13
H: 2.839 -1.555 3.489  0.13
H: 1.031 -0.075 2.590  0.10
H: -0.068 -0.701 3.831  0.11
H: 1.184 1.278 4.244  0.05
H: 0.771 1.841 -0.285  0.09
H: 2.578 1.936 0.676  0.10
H: 5.362 4.528 -1.484  0.04
H: 5.607 3.001 -0.609  0.04
H: 5.248 3.000 -2.367  0.02
H: 3.418 4.317 1.112  0.08
H: 3.069 5.627 -0.021  0.08
H: 0.653 4.674 -0.163  0.08
H: 1.136 3.498 1.113  0.04
H: 1.157 5.187 1.439  0.05
H: 3.886 0.062 0.205  0.12
H: 4.559 0.657 -1.234  0.12
H: 1.026 -1.036 -4.242  -0.03
H: 3.366 1.507 -3.601  0.08
H: 3.462 -1.891 -4.364  0.10
C: -2.022 4.024 3.908  0.02
C: -3.302 4.006 4.265  0.04
C: -3.820 2.999 5.226  -0.37
O: -4.987 2.980 5.548  0.13
C: -2.852 2.013 5.773  0.04
C: -1.571 2.035 5.414  0.03
C: -1.063 3.042 4.458  -0.36
O: 0.112 3.058 4.127  0.05
H: -1.628 4.750 3.207  0.11
H: -4.018 4.716 3.874  0.11
H: -3.245 1.283 6.469  0.13
H: -0.850 1.322 5.797  0.12
C: -4.433 9.256 0.585  0.03
C: -3.553 8.294 0.850  0.02
C: -3.979 7.008 1.449  -0.38
O: -3.172 6.130 1.693  0.07
C: -5.421 6.829 1.741  0.02
C: -6.303 7.789 1.477  0.03
C: -5.878 9.079 0.877  -0.38
O: -6.679 9.952 0.635  0.13
H: -4.143 10.203 0.149  0.13
H: -2.496 8.403 0.645  0.12
H: -5.711 5.881 2.178  0.12
H: -7.360 7.678 1.684  0.13
C: -2.979 -4.030 -5.721  0.03
C: -2.071 -3.127 -6.082  0.03
C: -0.629 -3.338 -5.810  -0.39
O: 0.203 -2.514 -6.135  0.08
C: -0.237 -4.591 -5.122  -0.01
C: -1.143 -5.495 -4.761  0.04
C: -2.587 -5.286 -5.032  -0.38
O: -3.414 -6.107 -4.704  0.12
H: -4.037 -3.896 -5.910  0.13
H: -2.337 -2.205 -6.585  0.12
H: 0.819 -4.727 -4.930  0.10
H: -0.875 -6.415 -4.258  0.12
C: 1.595 -7.828 -2.454  0.02
C: 1.566 -8.805 -1.552  0.03
C: 1.660 -8.514 -0.099  -0.38
O: 1.636 -9.399 0.725  0.12
C: 1.785 -7.090 0.307  0.03
C: 1.813 -6.114 -0.596  0.02
C: 1.718 -6.409 -2.046  -0.37
O: 1.742 -5.516 -2.870  0.08
H: 1.529 -8.020 -3.519  0.12
H: 1.475 -9.848 -1.828  0.13
H: 1.852 -6.898 1.371  0.12
H: 1.906 -5.070 -0.321  0.10
C: 0.963 -5.912 -10.836  0.03
C: 0.927 -6.891 -9.935  0.02
C: 1.014 -6.601 -8.483  -0.38
O: 0.984 -7.490 -7.657  0.10
C: 1.141 -5.182 -8.074  0.02
C: 1.177 -4.202 -8.972  0.03
C: 1.089 -4.491 -10.427  -0.38
O: 1.119 -3.599 -11.246  0.12
H: 0.901 -6.101 -11.900  0.12
H: 0.834 -7.933 -10.213  0.12
H: 1.203 -4.993 -7.013  0.09
H: 1.268 -3.160 -8.690  0.12
C: 2.410 5.454 5.693  0.03
C: 1.884 5.771 4.513  0.02
C: 2.392 6.925 3.730  -0.38
O: 1.910 7.212 2.652  0.09
C: 3.508 7.711 4.308  0.02
C: 4.035 7.395 5.489  0.03
C: 3.528 6.241 6.274  -0.38
O: 4.008 5.950 7.346  0.12
H: 2.055 4.617 6.280  0.12
H: 1.069 5.208 4.073  0.09
H: 3.863 8.547 3.720  0.12
H: 4.849 7.956 5.929  0.13
C: -3.574 -3.108 5.941  0.02
C: -4.092 -4.262 5.525  0.03
C: -3.410 -5.084 4.494  -0.38
O: -3.878 -6.132 4.112  0.12
C: -2.129 -4.569 3.946  0.03
C: -1.614 -3.416 4.362  0.02
C: -2.296 -2.596 5.393  -0.38
O: -1.825 -1.542 5.775  0.09
H: -4.056 -2.494 6.691  0.12
H: -5.023 -4.653 5.913  0.13
H: -1.646 -5.183 3.196  0.12
H: -0.681 -3.026 3.973  0.09


Entry 2:
The following is a quantum chemistry calculation of a 2-piece molecular cluster, C56H66N5 overall at a distorted geometry, from the OMol25 dataset.

Calculated values
Multiplicity: 1
Relative energy (zero: lowest compared OMol25 entry of this formula, charge and spin) in eV: 0.470
Charge: +1

Each line ends with the Löwdin charge.
Atoms and positions in Å:
C: 3.793 3.387 -4.369  -0.06
C: 3.878 2.257 -3.349  -0.38
C: 5.284 2.142 -2.760  -0.07
C: 3.382 0.951 -3.967  -0.12
C: 4.226 0.202 -4.783  -0.03
C: 3.761 -0.963 -5.398  -0.05
C: 2.440 -1.371 -5.235  -0.03
C: 1.565 -0.629 -4.439  -0.12
C: 0.107 -1.073 -4.313  -0.38
C: 0.000 -2.399 -3.566  -0.07
C: -0.585 -1.149 -5.677  -0.07
C: 2.053 0.519 -3.790  -0.08
N: 1.161 1.300 -2.963  -0.02
N: 0.669 2.473 -3.408  0.20
N: -0.084 2.951 -2.378  0.01
C: -1.089 3.965 -2.627  -0.10
C: -2.422 3.588 -2.879  -0.11
C: -2.811 2.126 -3.089  -0.37
C: -2.663 1.754 -4.562  -0.05
C: -4.208 1.805 -2.556  -0.07
C: -3.379 4.593 -3.036  -0.02
C: -3.014 5.936 -2.971  -0.05
C: -1.684 6.297 -2.766  -0.02
C: -0.706 5.316 -2.591  -0.14
C: 0.754 5.718 -2.396  -0.38
C: 0.914 6.841 -1.369  -0.06
C: 1.387 6.097 -3.733  -0.06
C: -0.047 2.075 -1.293  -0.14
C: -0.766 2.314 -0.077  -0.14
C: -1.287 1.217 0.657  -0.03
C: -1.995 1.415 1.835  -0.09
C: -2.157 2.706 2.346  -0.09
C: -1.638 3.808 1.648  -0.07
C: -0.962 3.624 0.450  0.00
C: 0.745 0.998 -1.646  -0.26
C: 1.064 -0.163 -0.964  0.01
H: 2.775 3.452 -4.774  0.06
H: 4.050 4.348 -3.906  0.08
H: 4.487 3.198 -5.201  0.09
H: 3.194 2.492 -2.523  0.12
H: 5.339 1.307 -2.053  0.09
H: 6.031 1.983 -3.548  0.07
H: 5.538 3.062 -2.222  0.08
H: 5.256 0.535 -4.945  0.12
H: 4.431 -1.539 -6.038  0.11
H: 2.071 -2.273 -5.734  0.12
H: -0.398 -0.306 -3.716  0.11
H: 0.461 -2.310 -2.576  0.06
H: -1.052 -2.680 -3.437  0.08
H: 0.510 -3.195 -4.126  0.08
H: -0.529 -0.179 -6.187  0.08
H: -0.104 -1.904 -6.315  0.08
H: -1.642 -1.413 -5.550  0.08
H: -2.101 1.520 -2.512  0.12
H: -1.639 1.953 -4.906  0.07
H: -2.884 0.691 -4.722  0.07
H: -3.348 2.355 -5.178  0.09
H: -4.287 2.090 -1.499  0.08
H: -4.984 2.336 -3.123  0.07
H: -4.398 0.727 -2.634  0.08
H: -4.421 4.322 -3.228  0.11
H: -3.771 6.707 -3.097  0.11
H: -1.391 7.349 -2.735  0.12
H: 1.269 4.829 -2.009  0.12
H: 0.417 6.583 -0.426  0.07
H: 1.979 7.005 -1.164  0.09
H: 0.481 7.778 -1.743  0.08
H: 1.220 5.308 -4.478  0.08
H: 0.941 7.025 -4.115  0.09
H: 2.467 6.247 -3.618  0.08
H: -1.135 0.215 0.262  0.09
H: -2.411 0.552 2.359  0.07
H: -2.680 2.858 3.290  0.10
H: -1.762 4.817 2.052  0.11
H: -0.557 4.471 -0.104  0.10
H: 0.705 -0.257 0.047  0.01
H: 1.786 -0.833 -1.406  0.03
C: -3.219 -5.486 0.711  -0.15
C: -4.576 -4.780 0.681  -0.14
N: -4.483 -3.498 1.329  -0.05
C: -5.508 -2.474 1.235  -0.10
C: -5.025 -1.372 2.208  -0.07
C: -3.813 -1.948 2.852  -0.14
C: -2.919 -1.453 3.768  0.03
C: -1.758 -2.228 4.124  -0.18
C: -0.716 -1.573 4.814  0.07
C: 0.496 -2.138 5.295  -0.20
C: 1.061 -1.644 6.522  0.05
C: 2.202 -2.217 7.035  -0.14
C: 2.788 -3.297 6.345  -0.12
N: 3.889 -3.747 6.986  -0.07
C: 4.780 -4.724 6.416  -0.14
C: 4.012 -5.640 5.460  -0.15
C: 3.099 -4.889 4.474  -0.13
C: 2.327 -3.779 5.111  -0.13
C: 1.209 -3.147 4.573  0.03
C: 4.239 -2.906 8.116  -0.11
C: 3.041 -1.928 8.234  -0.08
C: -1.713 -3.606 3.708  0.06
C: -2.567 -4.092 2.726  -0.12
C: -3.589 -3.227 2.304  -0.11
C: -2.519 -5.443 2.081  -0.13
H: -3.358 -6.526 0.402  0.12
H: -2.569 -5.008 -0.032  0.12
H: -4.908 -4.624 -0.354  0.13
H: -5.343 -5.407 1.176  0.14
H: -5.614 -2.109 0.202  0.13
H: -6.490 -2.875 1.542  0.13
H: -4.792 -0.444 1.667  0.12
H: -5.810 -1.135 2.938  0.13
H: -3.068 -0.464 4.201  0.13
H: -0.922 -0.541 5.111  0.13
H: 0.562 -0.838 7.060  0.13
H: 5.603 -4.217 5.876  0.14
H: 5.233 -5.305 7.232  0.13
H: 4.731 -6.249 4.903  0.12
H: 3.394 -6.320 6.058  0.12
H: 3.712 -4.486 3.655  0.13
H: 2.399 -5.599 4.021  0.12
H: 0.875 -3.417 3.570  0.13
H: 4.393 -3.500 9.030  0.13
H: 5.178 -2.359 7.918  0.13
H: 3.398 -0.892 8.247  0.13
H: 2.489 -2.098 9.168  0.13
H: -0.971 -4.273 4.148  0.12
H: -2.989 -6.184 2.744  0.13
H: -1.475 -5.748 1.958  0.12


Entry 3:
The following is a quantum chemistry calculation of C56H69GeHfN2O2S2 as an isolated structure, from the OMol25 dataset.

Calculated values
Multiplicity: 1
Relative energy (zero: lowest compared OMol25 entry of this formula, charge and spin) in eV: 0.066
Charge: +3

Each line ends with the Löwdin charge.
Atoms and positions in Å:
Hf: -1.052 0.572 1.410  1.68
C: -4.252 0.600 3.684  -0.01
C: -2.835 0.101 3.569  -0.22
C: -2.514 -1.218 3.189  -0.19
C: -3.567 -2.235 2.838  0.00
C: -1.166 -1.635 3.186  -0.21
C: -0.808 -3.034 2.767  -0.01
C: -0.156 -0.764 3.634  -0.21
C: 1.222 -1.294 3.900  0.01
C: -0.457 0.592 3.902  -0.26
C: 0.652 1.542 4.287  -0.01
C: -1.804 1.017 3.889  -0.24
C: -2.191 2.393 4.354  0.00
H: -4.398 1.519 3.112  0.09
H: -4.468 0.848 4.724  0.12
H: -4.998 -0.118 3.365  0.07
H: -3.401 -3.152 3.403  0.11
H: -3.517 -2.501 1.779  0.09
H: -4.576 -1.904 3.054  0.08
H: -0.805 -3.701 3.632  0.12
H: 0.181 -3.065 2.315  0.08
H: -1.518 -3.432 2.047  0.08
H: 1.886 -1.134 3.056  0.06
H: 1.192 -2.359 4.111  0.10
H: 1.656 -0.803 4.768  0.11
H: 0.705 1.638 5.374  0.12
H: 0.496 2.540 3.880  0.08
H: 1.619 1.186 3.940  0.07
H: -2.788 2.302 5.264  0.12
H: -2.805 2.921 3.623  0.07
H: -1.332 3.008 4.588  0.07
C: 7.311 -0.886 3.285  -0.02
C: 6.028 -0.361 2.720  -0.23
C: 5.798 1.008 2.611  0.00
C: 4.615 1.492 2.076  -0.06
C: 3.660 0.590 1.616  -0.38
C: 3.859 -0.784 1.728  -0.09
C: 5.033 -1.245 2.286  0.00
S: 2.223 1.322 0.926  1.13
O: 1.080 0.287 1.195  -0.61
C: 2.384 1.368 -0.848  -0.30
C: 2.367 2.699 -1.327  -0.08
C: 2.392 2.939 -2.669  0.01
C: 2.417 1.868 -3.591  -0.14
C: 2.429 2.107 -4.988  0.00
C: 2.467 1.067 -5.867  -0.03
C: 2.502 -0.265 -5.394  -0.04
C: 2.492 -0.528 -4.055  -0.02
C: 2.441 0.534 -3.111  -0.11
C: 2.428 0.288 -1.706  -0.15
C: 2.527 -1.133 -1.255  -0.16
C: 3.812 -1.749 -1.216  -0.13
C: 4.991 -1.045 -1.562  0.00
C: 6.207 -1.662 -1.498  -0.03
C: 6.308 -3.006 -1.081  -0.03
C: 5.187 -3.710 -0.741  -0.01
C: 3.913 -3.100 -0.804  -0.15
C: 2.739 -3.824 -0.459  0.01
C: 1.510 -3.246 -0.546  -0.04
C: 1.422 -1.894 -0.956  -0.31
S: -0.146 -1.132 -1.198  1.13
O: -0.875 -1.120 0.195  -0.60
C: -1.062 -2.326 -2.115  -0.39
C: -1.982 -3.170 -1.513  -0.06
C: -2.661 -4.081 -2.308  -0.01
C: -2.431 -4.161 -3.681  -0.24
C: -3.144 -5.172 -4.525  -0.02
C: -1.508 -3.284 -4.255  -0.01
C: -0.824 -2.360 -3.485  -0.07
H: 7.823 -0.136 3.882  0.09
H: 7.981 -1.181 2.475  0.10
H: 7.138 -1.767 3.901  0.09
H: 6.547 1.704 2.964  0.13
H: 4.442 2.559 2.013  0.12
H: 3.095 -1.477 1.412  0.10
H: 5.190 -2.312 2.389  0.13
H: 2.328 3.521 -0.624  0.11
H: 2.387 3.955 -3.041  0.13
H: 2.418 3.128 -5.342  0.13
H: 2.485 1.255 -6.931  0.12
H: 2.555 -1.079 -6.103  0.12
H: 2.550 -1.551 -3.710  0.12
H: 4.927 -0.013 -1.881  0.13
H: 7.102 -1.121 -1.773  0.12
H: 7.278 -3.482 -1.043  0.12
H: 5.258 -4.743 -0.432  0.13
H: 2.835 -4.859 -0.157  0.13
H: 0.612 -3.812 -0.340  0.12
H: -2.165 -3.113 -0.450  0.10
H: -3.382 -4.749 -1.853  0.13
H: -4.035 -5.550 -4.030  0.09
H: -2.488 -6.021 -4.724  0.10
H: -3.430 -4.750 -5.486  0.09
H: -1.329 -3.323 -5.322  0.13
H: -0.116 -1.679 -3.944  0.11
C: -1.089 5.393 2.537  -0.21
Ge: -1.736 4.352 1.016  0.77
C: -3.666 4.022 1.164  -0.21
C: -1.297 5.398 -0.582  -0.21
C: -0.659 2.655 0.908  -0.43
H: -1.424 6.421 2.399  0.04
H: 0.002 5.408 2.552  0.03
H: -1.451 5.064 3.506  0.00
H: -4.190 4.439 0.304  0.03
H: -4.066 4.510 2.052  0.03
H: -3.895 2.958 1.218  -0.03
H: -0.769 6.302 -0.280  0.03
H: -2.192 5.703 -1.120  0.03
H: -0.655 4.849 -1.268  0.00
H: 0.221 2.937 1.507  -0.03
H: -0.289 2.660 -0.131  -0.02
C: -4.315 -0.811 -3.451  -0.04
C: -4.487 0.567 -2.833  -0.16
N: -3.594 0.766 -1.673  -0.03
C: -2.252 1.235 -2.009  -0.20
C: -2.216 2.683 -2.467  -0.03
C: -3.960 0.444 -0.446  -0.35
C: -5.384 0.005 -0.224  0.04
N: -3.150 0.500 0.611  0.01
H: -5.019 -0.935 -4.271  0.10
H: -4.497 -1.603 -2.724  0.07
H: -3.311 -0.948 -3.852  0.07
H: -5.514 0.747 -2.531  0.12
H: -4.244 1.345 -3.552  0.12
H: -1.846 0.568 -2.775  0.12
H: -1.623 1.130 -1.125  0.04
H: -2.715 2.829 -3.422  0.09
H: -1.179 2.992 -2.595  0.08
H: -2.682 3.335 -1.730  0.07
H: -6.067 0.838 -0.393  0.11
H: -5.519 -0.342 0.798  0.08
H: -5.666 -0.802 -0.897  0.10
H: -3.717 0.222 1.401  0.01


Sequential lowest unoccupied orbital energy output: -3.70, -3.94, -7.65 eV